[1]
The following is a quantum chemistry calculation of a structure of composition C53H43Co2O8P2, from OMol25.

Results
Energy above the lowest of the compared OMol25 structures with the same formula, charge and spin (kcal per mole): 31.2
Net charge: -1
LUMO energy (eV): 2.3953
HOMO energy (Ha): -0.10144
E (eV): -165865.0178

Structure (XYZ):
```
108
Properties=species:S:1:pos:R:3:forces:R:3:mulliken_charge:R:1
C -5.716 -5.649 0.494 0.19 0.42 -0.82 -0.81
O -5.489 -5.071 -0.821 -0.09 -0.39 0.84 -0.46
C -4.973 -3.812 -0.885 0.61 0.71 0.28 0.52
C -4.814 -3.254 -2.171 -0.25 -0.20 0.68 -0.69
C -4.337 -1.956 -2.325 0.20 -0.14 0.59 -0.25
C -3.937 -1.201 -1.209 -0.09 -0.01 0.60 0.16
P -3.280 0.549 -1.132 -2.55 1.79 0.65 0.15
C -3.058 1.168 -2.863 0.11 0.57 0.17 0.41
C -3.939 0.868 -3.911 0.29 0.19 -0.12 -0.80
C -3.679 1.299 -5.200 0.59 0.40 -0.20 -1.14
C -2.546 2.098 -5.456 0.52 -0.56 0.87 0.84
O -2.190 2.230 -6.767 0.55 0.82 -0.13 -0.45
C -0.968 2.951 -7.060 -0.72 -0.40 0.18 -0.77
C -1.768 2.585 -4.377 -0.46 -0.24 -0.90 -0.23
C -2.053 2.132 -3.096 -0.33 -0.63 0.22 -0.77
C -5.043 1.315 -1.028 -0.58 -0.02 -0.80 0.19
C -5.236 2.678 -1.349 0.16 -0.65 0.30 -0.50
C -6.494 3.224 -1.587 -1.03 -0.45 -0.10 -0.70
C -7.623 2.367 -1.548 1.04 -0.15 0.20 0.83
O -8.878 2.684 -1.966 -0.62 0.52 -0.08 -0.44
C -9.179 4.001 -2.435 0.32 -0.78 0.34 -0.83
C -7.468 1.038 -1.107 -0.33 1.03 -0.35 -0.84
C -6.206 0.540 -0.853 0.15 0.14 -0.03 0.00
C -4.109 -1.773 0.081 0.27 0.18 -0.90 -0.54
C -4.571 -3.071 0.253 -0.50 -0.48 -0.62 -0.40
H -6.102 -6.648 0.274 0.09 0.22 0.20 0.24
H -4.776 -5.717 1.069 -0.36 0.00 -0.25 0.31
H -6.461 -5.062 1.058 0.29 -0.19 -0.22 0.33
H -5.076 -3.868 -3.030 -0.05 0.16 0.13 0.42
H -4.276 -1.552 -3.329 0.21 -0.09 0.19 0.36
H -4.850 0.306 -3.728 0.19 0.00 0.04 0.84
H -4.279 0.971 -6.046 0.02 0.12 0.16 0.41
H -0.967 3.018 -8.148 0.15 0.07 0.14 0.26
H -0.979 3.961 -6.618 -0.01 -0.33 -0.17 0.31
H -0.083 2.391 -6.712 -0.35 0.18 -0.02 0.28
H -0.900 3.225 -4.554 -0.40 -0.21 0.13 0.30
H -1.451 2.517 -2.266 -0.13 -0.39 -0.21 0.39
H -4.370 3.324 -1.482 -0.05 -0.12 0.04 0.42
H -6.607 4.280 -1.856 0.10 -0.44 0.05 0.35
H -10.225 3.955 -2.732 0.04 0.10 -0.02 0.23
H -9.059 4.726 -1.627 0.08 0.13 -0.11 0.32
H -8.559 4.256 -3.299 0.01 0.10 0.09 0.33
H -8.363 0.418 -1.053 0.25 0.08 0.02 0.40
H -6.159 -0.513 -0.587 0.15 0.21 -0.03 0.16
H -3.900 -1.177 0.973 0.23 -0.10 -0.26 0.52
H -4.621 -3.508 1.253 -0.11 0.26 -0.37 0.33
O -1.925 0.605 3.289 0.90 0.25 -0.62 -0.42
C -0.898 0.590 2.766 -1.27 -0.69 1.19 -0.15
Co 0.608 0.423 1.888 -0.86 2.95 4.16 -0.24
C 0.804 2.048 1.287 0.76 1.95 -1.05 -0.10
O 0.950 3.097 0.823 -0.32 -0.97 0.59 -0.44
C 1.696 0.154 3.333 -0.70 -0.60 1.24 0.46
O 1.876 0.105 4.491 0.34 0.07 -1.64 -0.55
C 0.979 -0.961 0.815 1.36 -2.44 -2.67 0.26
C -0.049 -0.160 0.325 0.15 -2.46 -1.47 -0.79
C -1.055 -0.327 -0.658 2.16 -1.42 -0.44 0.54
C -0.510 -0.390 -2.034 0.01 -1.21 0.91 0.57
C -1.101 -1.279 -2.954 -0.29 0.28 0.04 -0.43
C -0.754 -1.246 -4.288 0.10 -0.34 -0.18 -0.60
C 0.355 -0.511 -4.705 0.01 0.50 -0.11 -0.76
C 1.005 0.324 -3.792 -0.06 -0.16 0.13 -1.01
C 0.564 0.412 -2.469 -0.14 0.08 -0.06 0.02
Co 2.806 -0.635 1.411 1.64 -0.05 0.39 -0.14
C 3.375 0.583 0.296 0.43 2.32 -1.27 0.09
O 3.823 1.420 -0.377 -0.48 -1.22 0.60 -0.47
C 3.417 -2.187 0.853 -0.48 -1.80 0.49 0.07
O 3.825 -3.222 0.515 -0.16 1.32 -0.06 -0.52
P 4.671 -0.509 2.770 -1.09 -0.02 0.33 1.39
C 4.841 1.094 3.644 0.36 0.45 -0.01 0.47
C 5.899 1.249 4.556 -0.13 0.49 -0.05 -0.49
C 6.152 2.493 5.137 -0.26 -0.17 -0.17 -0.83
C 5.351 3.594 4.801 0.06 -0.31 -0.11 -0.51
C 4.304 3.443 3.890 0.01 -0.06 0.13 -0.68
C 4.032 2.195 3.319 0.38 -0.08 0.10 -0.26
C 4.629 -1.698 4.170 -0.07 -0.31 0.31 0.78
C 4.430 -1.319 5.508 0.25 -0.24 -0.12 -0.36
C 4.490 -2.276 6.527 -0.12 -0.04 -0.25 -0.74
C 4.665 -3.627 6.217 -0.01 0.22 -0.19 -0.51
C 4.794 -4.022 4.881 -0.03 0.32 -0.07 -0.67
C 4.784 -3.063 3.864 0.02 0.03 0.30 -0.52
C 6.430 -0.702 2.211 0.38 0.03 -0.22 0.94
C 7.389 -1.497 2.870 -0.02 0.25 -0.16 -0.27
C 8.740 -1.435 2.507 -0.21 0.09 -0.11 -0.63
C 9.158 -0.589 1.477 -0.39 0.00 0.05 -0.53
C 8.208 0.180 0.792 -0.05 -0.20 0.21 -0.71
C 6.857 0.120 1.151 0.13 -0.09 0.12 -0.53
H 0.911 -2.076 0.808 -0.67 0.97 -0.24 0.54
H -1.754 -1.151 -0.354 0.47 1.26 -0.26 0.28
H -1.893 -1.944 -2.596 0.32 0.33 -0.27 0.55
H -1.350 -1.799 -5.017 0.33 -0.11 0.17 0.38
H 0.679 -0.554 -5.744 -0.09 0.10 0.20 0.43
H 1.843 0.937 -4.128 -0.14 -0.16 0.13 0.44
H 1.014 1.140 -1.779 -0.15 -0.37 -0.29 0.53
H 6.527 0.389 4.811 -0.18 0.35 -0.13 0.48
H 6.977 2.590 5.843 -0.21 0.08 -0.15 0.38
H 5.557 4.566 5.250 -0.07 -0.20 -0.13 0.37
H 3.685 4.300 3.613 0.20 -0.26 0.13 0.44
H 3.200 2.090 2.612 0.47 -0.03 0.27 -0.11
H 4.259 -0.272 5.768 0.06 -0.41 -0.13 0.45
H 4.392 -1.951 7.564 -0.04 -0.15 -0.28 0.38
H 4.694 -4.369 7.013 0.00 0.12 -0.14 0.37
H 4.908 -5.075 4.624 -0.01 0.24 0.09 0.40
H 4.926 -3.374 2.823 -0.12 0.08 0.41 0.30
H 7.094 -2.156 3.690 0.07 0.26 -0.28 0.28
H 9.465 -2.052 3.044 -0.22 0.20 -0.18 0.39
H 10.214 -0.529 1.210 -0.29 -0.02 0.04 0.36
H 8.523 0.833 -0.021 -0.11 -0.15 0.20 0.40
H 6.132 0.742 0.618 0.24 -0.22 0.19 0.24
```
Forces are in eV/Å.

***

[2]
The following is a quantum chemistry calculation of a structure of composition C53H43N9O5S2W, from OMol25.

Results
Energy above the lowest of the compared OMol25 structures with the same formula, charge and spin (kcal per mole): 13.9
Net charge: -2
LUMO energy (alpha / beta) (eV): 3.0288 / 3.0303
HOMO energy (alpha / beta) (Ha): -0.04623 / -0.05308
E (eV): -102801.0155
2S+1: 3

Structure (XYZ):
```
113
Properties=species:S:1:pos:R:3:forces:R:3:mulliken_spin:R:1
W -0.673 0.304 -0.439 -1.26 0.55 0.88 1.51
C 1.759 0.114 5.415 0.01 -0.01 0.02 0.00
C 2.194 -0.784 4.321 0.04 -0.05 0.08 0.00
N 3.244 -1.544 4.330 -0.04 0.04 0.00 0.00
N 3.178 -2.193 3.124 -0.01 0.00 -0.04 0.00
C 2.117 -1.854 2.361 -0.02 0.00 0.01 -0.01
S 1.670 -2.452 0.879 0.18 -0.08 -0.04 0.00
N 1.496 -0.916 3.148 -0.04 0.03 -0.09 -0.01
N 0.371 -0.221 2.748 -0.15 -0.29 0.25 0.01
H 2.387 -0.062 6.285 0.01 0.00 -0.01 0.00
H 0.718 -0.093 5.669 0.01 0.02 0.01 0.00
H 1.841 1.163 5.125 -0.02 -0.01 -0.01 0.00
H 3.875 -2.862 2.855 -0.04 -0.02 0.04 0.00
H 0.403 0.746 3.033 0.00 0.04 -0.08 0.00
H -0.484 -0.693 3.022 -0.07 0.00 0.02 0.00
C 4.020 2.561 -4.477 -0.02 0.02 0.00 0.00
C 3.961 1.514 -3.374 -0.03 0.03 -0.04 0.00
N 3.135 0.371 -3.728 0.04 -0.01 0.09 0.00
C 3.804 -0.692 -4.464 0.00 -0.05 0.04 0.00
C 4.447 -1.727 -3.549 0.00 0.01 0.00 0.00
C 1.858 0.222 -3.284 0.19 -0.01 -0.02 -0.01
S 1.082 1.545 -2.551 -0.13 0.00 -0.05 0.01
N 1.330 -0.988 -3.582 -0.23 0.08 -0.10 0.03
C 0.339 -1.491 -2.877 0.19 0.18 0.13 0.05
O -0.030 -1.087 -1.743 0.32 -1.04 -0.51 0.01
C -0.374 -2.690 -3.405 0.07 0.04 0.00 -0.01
C -1.336 -3.300 -2.605 -0.02 -0.06 -0.03 0.02
C -2.031 -4.400 -3.086 0.00 0.03 0.01 0.00
C -1.768 -4.891 -4.357 -0.01 -0.03 -0.02 0.01
C -0.804 -4.284 -5.153 0.01 0.02 0.02 0.00
C -0.108 -3.184 -4.677 -0.03 -0.05 -0.01 0.01
H 4.676 3.384 -4.186 0.00 0.00 0.00 0.00
H 3.021 2.959 -4.654 0.00 0.00 0.00 0.00
H 4.399 2.139 -5.411 0.00 -0.01 0.00 0.00
H 3.552 1.960 -2.470 0.02 -0.02 0.02 0.00
H 4.963 1.137 -3.141 0.00 0.00 -0.04 0.00
H 4.560 -0.217 -5.095 0.01 0.00 -0.01 0.00
H 3.075 -1.174 -5.112 0.01 0.01 0.00 0.00
H 5.173 -1.263 -2.879 -0.01 0.00 0.01 0.00
H 4.966 -2.490 -4.135 -0.01 0.00 0.00 0.00
H 3.680 -2.211 -2.946 0.00 -0.01 0.01 0.00
H -1.531 -2.904 -1.614 0.00 0.03 -0.01 -0.01
H -2.785 -4.868 -2.465 0.01 -0.01 0.00 0.00
H -2.316 -5.748 -4.730 0.00 0.00 0.00 0.00
H -0.600 -4.666 -6.146 -0.01 0.00 0.00 0.00
H 0.642 -2.689 -5.280 0.00 0.00 0.01 0.00
N -6.036 5.852 6.124 0.00 0.00 -0.01 0.01
C -5.413 5.266 5.352 0.01 -0.01 0.02 0.00
C -4.627 4.544 4.394 -0.02 0.05 0.03 0.03
C -3.986 3.358 4.756 -0.01 -0.02 -0.02 -0.01
C -3.222 2.677 3.833 -0.04 -0.05 -0.01 0.03
C -3.073 3.154 2.518 -0.04 -0.04 -0.01 -0.04
C -3.735 4.343 2.169 -0.01 0.03 0.00 0.03
C -4.499 5.029 3.091 0.03 -0.02 -0.02 -0.01
C -2.300 2.430 1.576 0.09 0.06 0.03 0.10
C -1.637 1.756 0.801 0.26 -0.20 -0.13 -0.12
H -4.107 2.967 5.758 0.01 0.01 0.01 0.00
H -2.753 1.739 4.098 0.01 0.00 0.00 0.00
H -3.639 4.709 1.156 0.01 0.00 0.01 0.00
H -5.004 5.944 2.809 0.00 0.00 0.00 0.00
N -6.082 1.655 -5.597 0.00 0.01 -0.01 0.01
C -5.276 1.472 -4.793 -0.01 -0.01 0.02 -0.01
C -4.272 1.243 -3.794 -0.03 0.01 -0.05 0.04
C -3.224 2.148 -3.631 0.03 0.01 0.03 -0.02
C -2.245 1.908 -2.683 -0.07 0.08 0.09 0.07
C -2.251 0.769 -1.860 0.15 -0.15 0.07 -0.08
C -3.343 -0.105 -2.030 -0.01 0.03 -0.10 0.11
C -4.331 0.116 -2.976 0.02 -0.01 0.04 -0.03
H -3.180 3.035 -4.252 0.00 0.00 0.00 0.00
H -1.457 2.640 -2.573 0.04 -0.01 -0.01 0.01
H -3.421 -0.978 -1.396 0.01 -0.02 -0.01 0.01
H -5.153 -0.582 -3.082 0.00 0.00 -0.01 0.00
O 1.268 3.138 0.454 -0.06 -0.01 0.03 0.02
C 1.727 2.017 0.550 0.28 -0.22 -0.02 0.04
O 1.143 0.881 0.355 -0.08 0.47 -0.21 0.20
C 3.190 1.831 0.927 -0.05 0.02 0.03 -0.01
C 3.806 0.592 0.784 -0.03 0.02 0.00 0.01
C 5.147 0.429 1.112 0.03 0.03 0.02 0.00
C 5.884 1.499 1.591 -0.05 -0.08 -0.04 0.00
C 5.245 2.721 1.724 0.13 0.20 0.09 0.00
C 3.915 2.916 1.400 -0.02 -0.08 -0.04 0.00
N 6.029 3.864 2.236 -0.01 0.00 -0.02 0.00
O 7.213 3.682 2.479 -0.19 0.08 -0.02 0.00
O 5.458 4.928 2.387 0.14 -0.16 0.00 0.00
H 3.212 -0.238 0.418 0.03 0.00 -0.02 -0.02
H 5.618 -0.539 0.997 -0.01 0.00 -0.01 0.00
H 6.925 1.406 1.858 0.00 0.01 0.01 0.00
H 3.438 3.880 1.498 0.00 0.00 0.00 0.00
C -1.796 -1.013 0.584 0.42 0.54 -0.38 -0.12
C -2.323 -1.490 1.609 -0.25 -0.20 0.18 0.17
C -2.901 -1.927 2.785 0.14 0.13 -0.18 -0.04
C -4.227 -1.420 3.142 -0.05 0.00 0.03 0.00
C -4.769 -0.304 2.476 0.07 0.05 0.03 0.00
C -6.029 0.178 2.773 0.00 0.05 0.01 0.01
C -6.817 -0.427 3.748 0.01 -0.03 0.01 -0.01
C -6.313 -1.544 4.401 -0.02 0.02 -0.01 0.01
C -5.051 -2.036 4.101 0.01 -0.04 0.00 -0.01
C -2.088 -2.771 3.657 0.23 -0.07 0.10 0.02
C -1.034 -3.540 3.116 -0.07 0.09 0.01 -0.01
C -0.139 -4.223 3.918 0.04 -0.03 0.02 0.01
C -0.251 -4.195 5.306 -0.06 0.04 -0.03 -0.01
C -1.289 -3.455 5.862 0.05 -0.03 0.03 0.01
C -2.185 -2.761 5.064 -0.03 0.05 -0.07 -0.01
H -4.163 0.188 1.723 0.01 0.02 -0.02 0.00
H -6.395 1.052 2.245 0.00 -0.01 0.00 0.00
H -7.799 -0.038 3.989 0.00 0.00 0.00 0.00
H -6.912 -2.049 5.151 0.00 0.00 -0.01 0.00
H -4.707 -2.933 4.601 -0.02 0.02 -0.02 0.00
H -0.904 -3.548 2.041 0.01 0.00 0.01 -0.01
H 0.666 -4.779 3.448 -0.01 0.01 -0.01 0.00
H 0.454 -4.726 5.934 0.00 0.00 0.00 0.00
H -1.393 -3.397 6.941 0.00 -0.01 0.00 0.00
H -2.949 -2.157 5.538 0.04 -0.01 0.00 0.00
```
Forces are in eV/Å.